No. 1
The following is a quantum chemistry calculation of 2 unconnected molecules or ions with the total composition C5H13P, from the OMol25 dataset.

Structure (XYZ):
```
19
C5H13P ωB97M-V/def2-TZVPD
C -1.11757 -0.00892 1.33354
C 1.08880 -1.43653 0.85381
C 0.82149 1.32960 -0.43942
C -0.26110 -0.85530 0.35957
C 0.09326 0.12238 -0.75253
P -1.23391 0.11099 -1.96581
H -0.54330 0.56489 2.04735
H -1.91058 -0.52787 1.78137
H -1.62815 0.77593 0.57517
H 1.91080 -0.76859 0.81979
H 1.39925 -2.32152 0.32552
H 1.09176 -1.63622 1.90094
H 1.04392 1.83441 -1.32233
H 0.01779 1.87292 0.23232
H 1.66252 1.23607 0.36758
H -0.87740 -1.61257 -0.01357
H 1.46612 -0.76000 -2.20296
H -0.87485 1.24082 -2.80134
H -2.14885 0.83953 -1.09900
```

Charge = 0
Energy relative to the best compared isomer or geometry (same formula, charge and spin) = 324.5 kJ/mol
HOMO (alpha / beta) = -6.924 / -9.447 eV
Expectation value of S² = 2.006
Maximum force = 4.45 eV Å⁻¹
LUMO level (alpha / beta) = 1.07 / -1.39 eV
2S+1 = 3
E_tot = -14678.09060 eV

Results of the Mulliken charge analysis, in e, for atoms 1 through 5: atom 1 (C): -1.26, atom 2 (C): -1.42, atom 3 (C): -0.94, atom 4 (C): 0.47, atom 5 (C): -0.41

***

No. 2
The following is a quantum chemistry calculation of 2 unconnected molecules or ions with the total composition C5H13S2, from the OMol25 dataset.

Structure (XYZ):
```
20
C5H13S2 ωB97M-V/def2-TZVPD
C -1.77654 0.42441 -2.18659
C -1.17851 1.78647 -1.72870
C 0.08404 1.64964 -0.81663
S -0.36916 0.86327 0.75737
H -1.18079 -0.17212 -2.92537
H -2.78467 0.52338 -2.55066
H -1.80016 -0.15332 -1.22853
H -0.98436 2.41365 -2.60744
H -1.96257 2.30684 -1.08814
H 0.50750 2.65415 -0.69444
H 0.87138 1.04523 -1.27129
C 2.31953 -0.99317 1.23371
S 1.83992 -2.25804 2.37651
C 0.04216 -2.00206 2.37970
H 1.97768 -0.03533 1.64395
H 1.89946 -1.15572 0.20845
H 3.45296 -1.05548 1.20445
H -0.31386 -2.57821 3.26825
H -0.22150 -0.91586 2.52482
H -0.42250 -2.34771 1.50056
```

Charge = -1
Energy relative to the best compared isomer or geometry (same formula, charge and spin) = 68.5 kJ/mol
HOMO = -2.562 eV
Maximum force = 2.49 eV Å⁻¹
LUMO level = 3.35 eV
E_tot = -27066.80524 eV

Results of the Mulliken charge analysis, in e, for atoms 1 through 5: atom 1 (C): -0.97, atom 2 (C): -0.41, atom 3 (C): -0.73, atom 4 (S): -0.65, atom 5 (H): 0.26

***

No. 3
The following is a quantum chemistry calculation of 2 unconnected molecules or ions with the total composition C5H14, from the OMol25 dataset.

Structure (XYZ):
```
19
C5H14 ωB97M-V/def2-TZVPD
C -2.53442 0.69143 -1.20330
C -1.28819 1.01272 -0.32773
C -0.28115 1.79385 -1.17008
H -2.27668 0.60382 -2.27804
H -3.31666 1.51972 -1.03362
H -2.97025 -0.32836 -1.14290
H -1.71294 1.65457 0.47096
H -0.93445 0.03531 -0.03705
H -0.60511 2.77739 -1.46726
H 0.64412 2.04761 -0.65419
H -0.22401 1.19934 -2.08286
C 1.25680 -1.35290 1.15465
C 2.58075 -1.93270 1.56631
H 1.09875 -1.49363 0.09321
H 0.50014 -1.80127 1.83617
H 1.19527 -0.26772 1.30617
H 2.44703 -3.00541 1.61555
H 3.40797 -1.57018 0.86387
H 3.01303 -1.58358 2.49014
```

Charge = 0
Energy relative to the best compared isomer or geometry (same formula, charge and spin) = 86.2 kJ/mol
HOMO = -11.291 eV
SMILES string = CCC.CC
Maximum force = 2.32 eV Å⁻¹
LUMO level = 1.06 eV
E_tot = -5411.15655 eV

Results of the Mulliken charge analysis, in e, for atoms 1 through 5: atom 1 (C): -1.05, atom 2 (C): 0.06, atom 3 (C): -1.14, atom 4 (H): 0.28, atom 5 (H): 0.24

***

No. 4
The following is a quantum chemistry calculation of 2 unconnected molecules or ions with the total composition C5H14, from the OMol25 dataset.

Structure (XYZ):
```
19
C5H14 ωB97M-V/def2-TZVPD
C -0.38420 -1.34934 -1.83179
C 0.18442 -1.40757 -0.39672
C -0.38927 -2.56412 0.40654
H -1.47356 -1.29143 -1.85415
H 0.01991 -2.21987 -2.34803
H -0.09053 -0.45482 -2.38729
H 1.26662 -1.45854 -0.49715
H -0.09546 -0.48780 0.11425
H -0.22050 -3.55501 -0.00917
H 0.10472 -2.62356 1.38816
H -1.41209 -2.37394 0.73784
C 0.92268 2.72681 0.47622
C -0.32229 2.42456 1.31387
H 1.31500 1.79124 0.07581
H 0.76925 3.33394 -0.42683
H 1.72983 3.31508 0.91387
H -0.07381 2.11562 2.32330
H -0.87004 1.59635 0.86939
H -0.97098 3.29843 1.29248
```

Charge = 0
Energy relative to the best compared isomer or geometry (same formula, charge and spin) = 34.0 kJ/mol
HOMO = -11.377 eV
SMILES string = CCC.CC
Maximum force = 1.58 eV Å⁻¹
LUMO level = 1.09 eV
E_tot = -5411.69775 eV

Results of the Mulliken charge analysis, in e, for atoms 1 through 5: atom 1 (C): -1.18, atom 2 (C): 0.28, atom 3 (C): -1.23, atom 4 (H): 0.32, atom 5 (H): 0.33

***

No. 5
The following is a quantum chemistry calculation of 2 unconnected molecules or ions with the total composition C5H14, from the OMol25 dataset.

Structure (XYZ):
```
19
C5H14 ωB97M-V/def2-TZVPD
C 0.84691 -2.74275 -1.91839
C 0.73782 -2.21801 -0.55914
C 0.49637 -0.62815 -0.50558
H 1.79218 -2.50835 -2.48983
H 0.99852 -3.90754 -1.97355
H 0.08960 -2.59332 -2.76859
H -0.13823 -2.60689 0.03332
H 1.62201 -2.34251 0.12925
H 1.37131 -0.07033 -0.53541
H -0.18364 -0.47929 -1.31064
H 0.11795 -0.40447 0.52973
C -0.44782 2.76700 0.86029
C -1.46661 2.36214 1.92353
H -0.50156 3.73374 0.40348
H 0.52837 2.39925 1.23762
H -0.55923 2.09898 0.08130
H -1.65793 1.30084 2.09163
H -1.26746 2.90947 2.90499
H -2.37856 2.93018 1.86599
```

Charge = 0
Energy relative to the best compared isomer or geometry (same formula, charge and spin) = 154.0 kJ/mol
HOMO = -10.788 eV
SMILES string = CCC.CC
Maximum force = 5.61 eV Å⁻¹
LUMO level = 1.09 eV
E_tot = -5410.45373 eV

Results of the Mulliken charge analysis, in e, for atoms 1 through 5: atom 1 (C): -1.04, atom 2 (C): -0.22, atom 3 (C): -1.04, atom 4 (H): 0.29, atom 5 (H): 0.28

***

No. 6
The following is a quantum chemistry calculation of 2 unconnected molecules or ions with the total composition C5H14, from the OMol25 dataset.

Structure (XYZ):
```
19
C5H14 ωB97M-V/def2-TZVPD
C 0.78138 1.11542 0.09180
C 0.13087 1.66596 -1.20546
C 0.25114 3.15720 -1.44078
H 1.75290 1.52954 0.36110
H 0.78793 0.05980 -0.15622
H 0.22324 1.27099 1.01714
H 0.63226 1.09430 -1.99242
H -0.89687 1.30438 -1.26393
H 1.25865 3.42626 -1.77736
H -0.43302 3.54559 -2.19001
H 0.16462 3.69851 -0.49689
C 0.10964 -3.01452 1.35143
C -1.26852 -2.43729 0.94311
H 0.45275 -2.82463 2.36651
H 0.02981 -4.09723 1.26913
H 0.83197 -2.64863 0.62522
H -2.04262 -2.41532 1.70937
H -1.15776 -1.38432 0.67694
H -1.60837 -3.04602 0.11132
```

Charge = 0
Energy relative to the best compared isomer or geometry (same formula, charge and spin) = 42.5 kJ/mol
HOMO = -11.207 eV
SMILES string = CCC.CC
Maximum force = 1.08 eV Å⁻¹
LUMO level = 1.13 eV
E_tot = -5411.60946 eV

Results of the Mulliken charge analysis, in e, for atoms 1 through 5: atom 1 (C): -0.92, atom 2 (C): -0.19, atom 3 (C): -1.15, atom 4 (H): 0.35, atom 5 (H): 0.14

***

No. 7
The following is a quantum chemistry calculation of 2 unconnected molecules or ions with the total composition C5H14, from the OMol25 dataset.

Structure (XYZ):
```
19
C5H14 ωB97M-V/def2-TZVPD
C -1.73370 -0.59489 -0.35252
C -1.23489 -2.03658 -0.49306
C 0.02732 -2.17231 -1.34520
H -2.24313 -0.22683 -1.25799
H -2.56125 -0.55997 0.35681
H -0.87536 0.07884 -0.34109
H -1.13933 -2.46122 0.50791
H -2.07750 -2.59917 -0.91562
H 0.88067 -2.65456 -0.87190
H -0.16255 -2.69659 -2.28238
H 0.32459 -1.16182 -1.62289
C 1.75618 2.69694 0.76916
C 0.91284 1.59886 1.41272
H 1.48252 3.66784 1.17729
H 2.83172 2.54105 0.88597
H 1.66518 2.72078 -0.31661
H 1.21166 1.47455 2.45202
H -0.14155 1.78609 1.24573
H 1.07660 0.59897 0.99164
```

Charge = 0
Energy relative to the best compared isomer or geometry (same formula, charge and spin) = 51.0 kJ/mol
HOMO = -10.967 eV
SMILES string = CCC.CC
Maximum force = 1.58 eV Å⁻¹
LUMO level = 1.12 eV
E_tot = -5411.52121 eV

Results of the Mulliken charge analysis, in e, for atoms 1 through 5: atom 1 (C): -0.96, atom 2 (C): -0.24, atom 3 (C): -1.00, atom 4 (H): 0.32, atom 5 (H): 0.37

***

No. 8
The following is a quantum chemistry calculation of 2 unconnected molecules or ions with the total composition C5H14, from the OMol25 dataset.

Structure (XYZ):
```
19
C5H14 ωB97M-V/def2-TZVPD
C -1.33917 -1.54376 -0.58949
C -1.12313 -0.38661 -1.50970
C 0.32200 0.10432 -1.59881
H -1.22285 -1.44392 0.50006
H -0.45804 -2.19877 -0.69762
H -2.24156 -2.12167 -0.77196
H -1.38689 -0.66020 -2.53612
H -1.74053 0.50321 -1.34744
H 0.88968 -0.15436 -0.70025
H 0.95839 -0.21015 -2.42713
H 0.56779 1.16017 -1.44831
C 1.58126 0.44407 1.92409
C 0.35161 1.33423 1.58104
H 1.39954 -0.62471 1.87390
H 2.34601 0.62326 1.16504
H 2.14257 0.82347 2.77947
H 0.60379 1.87184 0.67867
H -0.57911 0.77275 1.58745
H 0.19167 2.02348 2.41286
```

Charge = 0
Energy relative to the best compared isomer or geometry (same formula, charge and spin) = 94.3 kJ/mol
HOMO = -11.065 eV
SMILES string = CCC.CC
Maximum force = 2.29 eV Å⁻¹
LUMO level = 1.14 eV
E_tot = -5411.07238 eV

Results of the Mulliken charge analysis, in e, for atoms 1 through 5: atom 1 (C): -1.14, atom 2 (C): -0.13, atom 3 (C): -1.02, atom 4 (H): 0.25, atom 5 (H): 0.32

***

No. 9
The following is a quantum chemistry calculation of 2 unconnected molecules or ions with the total composition C5H14, from the OMol25 dataset.

Structure (XYZ):
```
19
C5H14 ωB97M-V/def2-TZVPD
C -0.73075 0.48409 1.50427
C 0.66979 0.76637 2.14369
C 1.53603 1.68208 1.30576
H -0.96328 -0.56034 1.87132
H -1.42872 1.04562 2.01600
H -0.89543 0.62994 0.49336
H 0.61822 1.22219 3.23825
H 1.20814 -0.14173 2.16999
H 1.07973 1.89973 0.31136
H 1.63189 2.64639 1.79396
H 2.54905 1.21103 1.17984
C -0.42423 -0.67682 -2.43332
C -0.91859 -2.06489 -2.11154
H -1.02307 0.18814 -2.24629
H 0.37420 -0.46463 -1.74849
H -0.02271 -0.57151 -3.43637
H -0.05166 -2.74045 -2.11368
H -1.74772 -2.43365 -2.80558
H -1.46090 -2.12155 -1.13252
```

Charge = 0
Energy relative to the best compared isomer or geometry (same formula, charge and spin) = 101.8 kJ/mol
HOMO = -11.180 eV
SMILES string = CCC.CC
Maximum force = 4.65 eV Å⁻¹
LUMO level = 1.11 eV
E_tot = -5410.99476 eV

Results of the Mulliken charge analysis, in e, for atoms 1 through 5: atom 1 (C): -1.11, atom 2 (C): -0.15, atom 3 (C): -0.96, atom 4 (H): 0.26, atom 5 (H): 0.38

***

No. 10
The following is a quantum chemistry calculation of 2 unconnected molecules or ions with the total composition C5H14, from the OMol25 dataset.

Structure (XYZ):
```
19
C5H14 ωB97M-V/def2-TZVPD
C -1.39536 -2.15261 1.86272
C -0.36449 -1.07735 1.51203
C 0.57858 -1.55081 0.41500
H -1.07564 -2.70614 2.74881
H -1.55408 -2.80852 1.00921
H -2.37200 -1.74634 2.14724
H -0.81092 -0.12753 1.21072
H 0.21542 -0.80323 2.39750
H 1.36521 -0.85172 0.13925
H 1.06282 -2.50003 0.65774
H -0.00081 -1.74430 -0.49418
C 0.01225 2.85890 -1.78152
C 1.15006 1.82634 -1.85785
H -0.42128 3.09826 -2.75107
H -0.86335 2.54851 -1.20325
H 0.36828 3.77874 -1.36390
H 1.19164 1.30616 -2.80868
H 2.07518 2.32833 -1.57117
H 1.02688 1.07840 -1.07068
```

Charge = 0
Energy relative to the best compared isomer or geometry (same formula, charge and spin) = 29.5 kJ/mol
HOMO = -11.313 eV
SMILES string = CCC.CC
Maximum force = 1.15 eV Å⁻¹
LUMO level = 1.12 eV
E_tot = -5411.74432 eV

Results of the Mulliken charge analysis, in e, for atoms 1 through 5: atom 1 (C): -1.07, atom 2 (C): -0.05, atom 3 (C): -1.23, atom 4 (H): 0.26, atom 5 (H): 0.31